Molecular formula: C2HBrClNO2
Method: DFT, the ωB97M-V functional and the def2-TZVPD basis

Positions of all 8 atoms, in Å:
C1 1.85464 -0.52750 0.05645
C2 -1.62865 0.47526 -0.09674
N1 -0.61146 -0.26399 0.03768
O1 1.99643 -1.70996 0.00638
O2 0.70825 0.24610 0.03732
Cl1 -1.78797 2.14472 -0.04766
Br1 -3.11753 -0.58505 -0.05939
H1 2.58629 0.22042 0.06594

The value obtained for the highest occupied orbital energy is -10.3514 eV. The energy is -3316.16368 Ha. The HOMO-LUMO gap comes out at 10.69 eV.

Atom charges from the natural (NBO) analysis, given in e for atoms 1 to 6:
1. C 0.66
2. C 0.02
3. N -0.15
4. O -0.51
5. O -0.40
6. Cl 0.09